Formula: C18H29MnO2Si
Source: OMol25
Level of theory: ωB97M-V with the def2-TZVPD basis set

```
! wB97M-V def2-TZVPD RIJCOSX def2/J DEFGRID3
* xyz -1 4
Mn 0.00601 0.01121 -0.24246
C 1.82281 0.20971 1.23874
C 2.29671 -0.62299 0.20014
C 2.33641 0.13031 -0.97986
H 2.51891 -1.66969 0.29454
C 1.87801 1.43161 -0.69696
C 1.59151 1.48541 0.68604
H 1.25041 2.34961 1.22674
H 1.66401 -0.08699 2.26094
H 2.61651 -0.24179 -1.94986
H 1.78371 2.24311 -1.39876
C -2.14549 0.08951 0.84414
C -1.44849 1.24251 1.22934
C -1.22929 2.02601 0.07184
H -1.11719 1.47621 2.22704
C -1.77519 1.34561 -1.02876
C -2.33599 0.13651 -0.54886
H -2.78119 -0.64199 -1.14166
H -2.40639 -0.73349 1.48324
H -0.72419 2.97511 0.03214
H -1.78569 1.70381 -2.04276
O -0.07749 -0.97279 -2.24026
C -0.19309 -0.61449 -3.68126
C 0.49681 -1.93739 -4.04846
C 0.55601 0.64831 -4.00776
C -1.64579 -0.55929 -4.08816
C 0.41081 -2.30639 -2.57406
H 1.51171 -1.80809 -4.41466
H -0.05669 -2.57399 -4.73286
H -0.32489 -3.05709 -2.30416
H 1.34181 -2.52419 -2.06106
H 0.54201 0.81431 -5.08446
H 1.59181 0.59271 -3.68606
H 0.09631 1.50791 -3.52606
H -1.74309 -0.83689 -5.13746
H -2.06159 0.43641 -3.96436
H -2.23839 -1.25339 -3.49656
C 0.88251 -1.51189 4.20684
Si 0.00601 0.01121 3.52744
C -1.73229 -0.13249 4.23314
C 0.80551 1.56141 4.22664
O 0.00601 0.01121 1.75754
H 0.81781 -1.50139 5.31414
H 1.95291 -1.53409 3.91814
H 0.38101 -2.42299 3.82124
H -1.66749 -0.16719 5.33974
H -2.36509 0.73121 3.94684
H -2.20169 -1.07049 3.87324
H 1.86101 1.63421 3.89494
H 0.25341 2.46151 3.88824
H 0.77821 1.51501 5.33454
*
```

Computed properties:
**⟨S²⟩**: 3.97
**HOMO level (spin up / spin down)**: -1.67 / -1.69 eV
**Orbital gap (spin up / spin down)**: 4.4592 / 4.4801 eV
**LUMO (spin up / spin down)**: 0.1025 / 0.1025 hartree

Formula: C48H47As2BIrN2O2S2
Source: OMol25
Level of theory: ωB97M-V with the def2-TZVPD basis set

```
! wB97M-V def2-TZVPD RIJCOSX def2/J DEFGRID3
* xyz 1 5
Ir 0.17820 -0.34297 -0.41904
S 0.84909 1.90198 -1.15778
C -0.05731 3.30394 -0.64892
C 0.63090 4.51906 -0.56114
C -0.03169 5.65640 -0.14234
C -1.38614 5.60161 0.16940
C -2.07705 4.40147 0.05913
C -1.43020 3.24868 -0.36046
As -2.25660 1.49660 -0.37533
C -2.31316 1.11962 -2.29508
C -2.80477 -0.12572 -2.68902
C -2.81103 -0.49283 -4.02606
C -2.32364 0.38181 -4.98874
C -1.85805 1.63228 -4.60959
C -1.85566 1.99996 -3.27030
C -4.15980 1.87373 -0.09930
C -5.03142 2.10087 -1.15986
C -6.38752 2.27287 -0.92038
C -6.87968 2.21634 0.37602
C -6.01274 1.99790 1.43796
C -4.65796 1.82128 1.19994
H 1.68303 4.55575 -0.81473
H 0.50864 6.58994 -0.05988
H -1.90271 6.49557 0.49223
H -3.13376 4.35446 0.29384
H -3.21447 -0.80105 -1.94447
H -3.21316 -1.45539 -4.31971
H -2.32497 0.09626 -6.03339
H -1.50966 2.33121 -5.35945
H -1.50558 2.98639 -2.99184
H -4.65549 2.14502 -2.17411
H -7.06125 2.44705 -1.74944
H -7.93934 2.33920 0.55837
H -6.39484 1.95603 2.44997
H -3.97682 1.63203 2.02269
C -7.46030 -3.04088 2.03873
C -7.17545 -3.39735 0.57125
C -7.80973 -4.75826 0.27735
C -7.83415 -2.34749 -0.33803
C -5.66716 -3.39440 0.32936
C -4.97724 -4.50364 -0.16574
C -3.60781 -4.48809 -0.42539
C -2.93319 -3.31886 -0.16312
O -1.61708 -2.98090 -0.37019
B -1.47933 -1.64219 -0.01149
O -2.71653 -1.18098 0.47156
C -3.60458 -2.21716 0.34930
C -4.95582 -2.22065 0.59649
H -8.53460 -3.07801 2.22933
H -7.11121 -2.03736 2.28542
H -6.96874 -3.74810 2.70912
H -8.88351 -4.70527 0.45906
H -7.39514 -5.53251 0.92522
H -7.66056 -5.04896 -0.76378
H -8.91502 -2.34865 -0.18265
H -7.64034 -2.57026 -1.38920
H -7.46378 -1.34233 -0.12825
H -5.51195 -5.42083 -0.36443
H -3.10535 -5.35661 -0.83032
H -5.44260 -1.32591 0.96388
C 6.54487 0.64017 -0.81157
C 6.40433 0.33932 0.53661
C 5.15019 0.06280 1.05686
C 4.02856 0.07005 0.22970
C 4.17202 0.39542 -1.11209
C 5.42796 0.67806 -1.63243
As 2.29482 -0.28773 1.03628
C 2.45617 0.99016 2.48637
C 2.80789 2.29274 2.13340
C 2.92813 3.27003 3.10645
C 2.69325 2.95173 4.43838
C 2.33876 1.65900 4.79086
C 2.21520 0.67706 3.81695
C 2.48372 -2.02790 1.86586
C 1.34753 -2.54963 2.48347
C 1.38195 -3.80186 3.07456
C 2.55088 -4.54921 3.03668
C 3.67293 -4.05005 2.39234
C 3.64006 -2.79650 1.79857
H 7.52444 0.85920 -1.21582
H 7.26994 0.32662 1.18573
H 5.03579 -0.15392 2.11240
H 3.29489 0.44768 -1.74500
H 5.53725 0.93780 -2.67859
H 3.00189 2.53465 1.09387
H 3.21085 4.27767 2.83018
H 2.78634 3.71316 5.20154
H 2.15912 1.40868 5.82829
H 1.94510 -0.33579 4.09239
H 0.42980 -1.96961 2.48104
H 0.49770 -4.20130 3.55336
H 2.58249 -5.52466 3.50400
H 4.57782 -4.64123 2.34044
H 4.51355 -2.43402 1.27512
C 0.09002 -1.86198 -5.22328
N 0.35127 -1.95809 -3.80014
C 1.55478 -1.91634 -3.24049
N 2.62131 -1.66606 -4.00466
S 1.74083 -2.19244 -1.57000
H -0.93201 -2.17502 -5.41313
H 0.75124 -2.52821 -5.78213
H 0.21488 -0.84026 -5.58916
H -0.41582 -2.10654 -3.16351
H 2.54793 -1.54689 -5.00164
H 3.53571 -1.74607 -3.59180
*
```

Computed properties:
**⟨S²⟩**: 6.03
**HOMO level (spin up / spin down)**: -9.27 / -10.38 eV
**Orbital gap (spin up / spin down)**: 7.4837 / 5.4155 eV
**LUMO (spin up / spin down)**: -0.0656 / -0.1823 hartree

Formula: C35H52AsBFeN7O6
Source: OMol25
Level of theory: ωB97M-V with the def2-TZVPD basis set

```
! wB97M-V def2-TZVPD RIJCOSX def2/J DEFGRID3
* xyz -1 5
Fe 0.58969 -0.18868 -0.11160
C -4.45632 -1.97104 2.00853
C -3.29786 -2.07598 1.07156
C -3.01314 -3.09931 0.20958
C -1.82856 -2.72754 -0.44796
N -1.41843 -1.52873 -0.00919
N -2.33739 -1.14435 0.92694
B -2.26066 0.14030 1.75986
N -1.08498 0.10880 2.74922
N 0.22665 0.04082 2.39351
C 0.92308 -0.06396 3.53063
C 0.04291 -0.06247 4.62402
C -1.21546 0.05313 4.08974
C -2.51296 0.10336 4.82842
C 2.42317 -0.21412 3.70256
C 2.89808 0.72493 4.82049
C 3.22192 0.09612 2.44674
C 2.69343 -1.67288 4.10408
N -2.33494 1.38894 0.85872
N -1.37900 1.80572 -0.01939
C -1.85805 2.91714 -0.59382
C -3.13297 3.20478 -0.08292
C -3.39347 2.22159 0.83930
C -4.61805 2.07494 1.68188
C -1.21122 3.76991 -1.67356
C -1.84445 3.36176 -3.01271
C 0.30095 3.62076 -1.76353
C -1.51741 5.24887 -1.40160
C -1.15149 -3.67472 -1.41524
C -0.49005 -4.79439 -0.59704
C -2.21297 -4.28881 -2.33904
C -0.11111 -3.01374 -2.29703
H -5.08865 -2.84876 1.88022
H -5.05856 -1.08226 1.81562
H -4.13595 -1.93331 3.05026
H -3.58464 -4.00333 0.08419
H -3.24932 0.16911 2.42541
H 0.29125 -0.14298 5.66870
H -2.30732 0.06116 5.89734
H -3.16101 -0.73480 4.57188
H -3.06404 1.02130 4.62020
H 2.65209 1.76184 4.58216
H 3.98251 0.64555 4.92570
H 2.44615 0.47979 5.78288
H 3.23327 1.16549 2.22718
H 2.80258 -0.43247 1.60248
H 4.25878 -0.22079 2.57788
H 2.12149 -1.95193 4.99129
H 3.75623 -1.81102 4.31775
H 2.41412 -2.34358 3.28909
H -3.78817 4.01706 -0.34869
H -5.31163 2.87683 1.43214
H -4.38529 2.14078 2.74545
H -5.11732 1.12052 1.51291
H -1.59666 2.32100 -3.23412
H -1.47601 3.99961 -3.82224
H -2.93163 3.44905 -2.97120
H 0.58046 2.57342 -1.78300
H 0.79264 4.11267 -0.92601
H 0.66154 4.10047 -2.67791
H -2.58617 5.46324 -1.45040
H -1.01587 5.86974 -2.14805
H -1.15572 5.53958 -0.41373
H -1.20828 -5.24087 0.09461
H 0.35270 -4.40446 -0.03047
H -0.11834 -5.57501 -1.26637
H -2.94204 -4.88314 -1.78704
H -1.72680 -4.94662 -3.06367
H -2.75392 -3.51056 -2.88406
H 0.58216 -2.41821 -1.71970
H -0.60726 -2.36990 -3.01577
H 0.45500 -3.78061 -2.82972
O 7.20673 0.83434 -2.66357
C 6.53490 -0.20134 -2.83558
O 6.79131 -1.25756 -3.43995
C 5.13014 -0.15028 -2.19389
C 4.43871 1.05533 -2.10628
C 3.18931 1.08390 -1.51992
N 2.61044 0.00164 -0.99356
C 3.26302 -1.16217 -1.08729
C 4.50815 -1.28287 -1.68287
C 2.51947 -2.34118 -0.48793
O 2.87726 -3.47870 -0.76457
O 1.51201 -2.00228 0.23778
H 4.90571 1.95899 -2.47582
H 2.62804 2.00846 -1.44122
H 4.97192 -2.25483 -1.77742
C 1.87431 -1.19699 -4.31161
As 0.65640 0.23354 -3.87672
C -0.92661 0.06508 -4.96706
C 1.52198 1.80896 -4.56927
O 0.29073 0.41751 -2.27889
H 2.62940 -0.81857 -4.99869
H 1.33635 -2.02537 -4.76535
H 2.35320 -1.53470 -3.39641
H -0.64661 -0.07899 -6.01012
H -1.50109 0.98468 -4.86069
H -1.52799 -0.76974 -4.62472
H 1.64726 1.71565 -5.64769
H 2.49759 1.89626 -4.09222
H 0.92382 2.68599 -4.33468
O 1.51177 2.87949 1.60854
C 1.43096 1.95840 0.96174
*
```

Computed properties:
**⟨S²⟩**: 6.01
**HOMO level (spin up / spin down)**: -5.33 / -5.33 eV
**Orbital gap (spin up / spin down)**: 7.4198 / 7.4161 eV
**LUMO (spin up / spin down)**: 0.0769 / 0.0768 hartree

Formula: H14O7
Source: OMol25
Level of theory: ωB97M-V with the def2-TZVPD basis set

```
! wB97M-V def2-TZVPD RIJCOSX def2/J DEFGRID3
* xyz 0 1
O 1.69340 0.17955 3.79174
H 0.74048 0.25440 3.66161
H 1.90497 -0.74379 3.62864
O 0.07687 -2.15189 -3.42380
H -0.59543 -1.67751 -2.92631
H -0.08512 -3.08091 -3.23754
O -0.58016 1.96288 -3.14940
H 0.36987 1.99500 -3.00146
H -0.90580 1.32803 -2.50411
O -1.05209 0.74140 2.90680
H -1.61108 1.06260 2.19323
H -0.87732 1.52748 3.43687
O -2.01730 -0.48538 -1.68500
H -2.30761 -0.68641 -2.58288
H -2.79252 -0.65436 -1.13958
O 0.40376 -0.35158 0.11078
H -0.35244 -0.18799 -0.46480
H 0.03625 -0.67152 0.94057
O 3.01573 0.43698 1.05514
H 2.20461 0.28488 0.55073
H 2.73093 0.91813 1.83878
*
```

Computed properties:
**Structure (SMILES)**: O.O.O.O.O.O.O
**HOMO level**: -10.29 eV
**Orbital gap**: 9.8725 eV
**LUMO**: -0.0154 hartree

Formula: C2H3N3O
Source: OMol25
Level of theory: ωB97M-V with the def2-TZVPD basis set

```
! wB97M-V def2-TZVPD RIJCOSX def2/J DEFGRID3
* xyz 0 1
H -3.05872 0.88972 0.48880
N -2.57668 0.18166 -0.15230
N -1.44049 -0.14364 0.20304
N -0.71171 -1.10485 0.19371
C 0.55366 -0.90609 0.11853
C 0.88733 0.51049 0.09222
O -0.07760 1.27562 0.19451
H 1.28503 -1.71301 0.04092
H 1.97203 0.78318 -0.13077
*
```

Computed properties:
**Structure (SMILES)**: [H]/N=N/N=C\C=O
**HOMO level**: -8.21 eV
**Orbital gap**: 7.9295 eV
**LUMO**: -0.0102 hartree

Formula: C2H10N4
Source: OMol25
Level of theory: ωB97M-V with the def2-TZVPD basis set

```
! wB97M-V def2-TZVPD RIJCOSX def2/J DEFGRID3
* xyz 0 1
H 3.10385 1.36195 1.02615
N 2.50637 0.54543 0.96978
C 2.43031 0.18413 -0.25389
N 1.77484 -0.96101 -0.61290
H 2.82281 0.82756 -1.03670
H 2.15565 -1.59783 -1.28911
H 1.44475 -1.41026 0.22955
N -0.80825 0.50698 0.39876
C -2.27300 0.35315 0.20131
N -2.58305 -0.77707 -0.66821
H -0.56696 0.38916 1.37664
H -0.49160 1.45606 0.23714
H -2.71609 0.18323 1.17670
H -2.65514 1.28294 -0.21788
H -1.85703 -0.73991 -1.38118
H -2.28745 -1.60451 -0.15616
*
```

Computed properties:
**Structure (SMILES)**: [H]/N=C/N.NCN
**HOMO level**: -9.13 eV
**Orbital gap**: 10.1433 eV
**LUMO**: 0.0373 hartree